C29H75CuN6O11 | ωB97M-V/def2-TZVPD

Structure (ORCA input):
```
! wB97M-V def2-TZVPD RIJCOSX def2/J DEFGRID3
* xyz 1 2
Cu 0.729 2.406 2.909
O -0.819 -0.591 0.194
C -0.063 0.413 0.573
O 0.264 0.683 1.751
O 0.384 1.032 -0.339
H -0.695 -0.302 -0.713
C 1.547 6.194 -3.282
O 0.231 5.779 -3.726
C -0.319 4.608 -3.083
C 0.429 3.302 -3.468
N 0.049 2.109 -2.786
C 0.654 0.896 -3.380
C 0.127 0.459 -4.774
O 0.722 -0.834 -4.924
C 1.788 -1.043 -5.862
H 1.510 6.701 -2.317
H 1.837 6.829 -4.119
H 2.231 5.367 -3.091
H -1.354 4.550 -3.421
H -0.451 4.837 -2.026
H 1.503 3.243 -3.287
H 0.285 3.109 -4.531
H 0.327 1.945 -1.829
H 0.632 -0.028 -2.802
H 1.730 0.988 -3.526
H 0.478 1.302 -5.370
H -0.962 0.438 -4.742
H 2.560 -0.281 -5.753
H 1.317 -0.915 -6.836
H 2.124 -2.050 -5.614
C -3.796 -2.941 -1.998
O -2.495 -3.492 -1.758
C -1.571 -2.618 -2.416
C -0.158 -2.889 -1.835
N 0.822 -3.065 -2.920
C 2.218 -3.220 -2.402
C 2.958 -2.071 -1.938
O 4.294 -2.319 -1.836
C 5.110 -1.234 -1.410
H -4.646 -3.544 -1.677
H -3.926 -2.930 -3.080
H -3.933 -1.929 -1.616
H -1.812 -1.560 -2.319
H -1.548 -2.708 -3.502
H -0.335 -3.761 -1.205
H 0.075 -2.113 -1.106
H 0.692 -2.469 -3.724
H 2.802 -3.715 -3.179
H 2.175 -4.000 -1.642
H 2.659 -1.781 -0.931
H 2.880 -1.157 -2.527
H 5.036 -0.768 -0.428
H 5.247 -0.434 -2.137
H 6.062 -1.709 -1.172
C -2.821 -3.263 1.938
C -3.860 -2.148 1.700
C -5.235 -2.487 2.332
O -6.213 -3.016 1.364
C -7.417 -3.269 1.970
N -3.357 -0.968 2.267
H -1.938 -3.266 1.299
H -3.204 -4.276 1.817
H -2.489 -3.242 2.975
H -3.876 -1.915 0.636
H -5.728 -1.620 2.771
H -5.061 -3.099 3.218
H -8.235 -3.688 1.383
H -7.849 -2.450 2.546
H -7.324 -4.172 2.572
H -2.763 -1.219 3.043
H -2.631 -0.695 1.621
C 2.030 -2.426 1.816
C 0.877 -3.040 2.560
C 1.299 -4.299 3.327
O 1.829 -5.338 2.577
C 0.826 -6.033 1.812
N 0.321 -2.088 3.517
H 2.343 -2.959 0.918
H 3.020 -2.667 2.203
H 2.016 -1.336 1.797
H 0.145 -3.226 1.774
H 0.450 -4.605 3.938
H 2.051 -4.118 4.095
H 0.158 -6.687 2.371
H 1.183 -6.652 0.989
H 0.111 -5.348 1.355
H 1.122 -1.638 3.936
H -0.034 -1.390 2.880
C -3.263 1.432 4.743
C -2.121 1.768 3.731
C -2.356 2.823 2.665
O -1.207 3.007 1.757
C -1.550 3.717 0.585
N -0.936 2.136 4.505
H -4.198 1.256 4.212
H -3.595 2.232 5.406
H -3.006 0.613 5.414
H -1.908 0.811 3.255
H -2.758 3.788 2.973
H -3.201 2.539 2.037
H -1.591 4.778 0.832
H -2.472 3.509 0.042
H -0.653 3.743 -0.034
H -0.989 3.097 4.813
H -1.105 1.651 5.374
C 3.712 1.572 0.399
C 3.445 3.054 0.827
C 3.874 3.965 -0.333
O 3.365 5.298 -0.273
C 3.908 6.018 0.867
N 2.016 3.173 1.181
H 3.214 0.943 1.137
H 4.765 1.301 0.478
H 3.212 1.338 -0.540
H 3.889 3.334 1.782
H 3.453 3.557 -1.252
H 4.961 3.899 -0.307
H 3.578 5.555 1.797
H 3.729 7.063 1.121
H 4.990 5.887 0.858
H 1.862 4.168 1.255
H 1.585 2.905 0.307
*
```

## Properties
frontier orbital gap (alpha / beta) = 8.7 / 3.6 eV
highest occupied orbital energy (alpha / beta) = -10.512 / -10.512 eV

Atomic partial charges in e from the Mulliken method, atoms 1 to 5:
1 Cu -0.257
2 O 0.077
3 C 0.596
4 O 0.561
5 O -1.447